[1]
The following is a DFT calculation (the ωB97M-V functional and the def2-TZVPD basis) of C9H21PSi in the gas phase in a non-equilibrium geometry.

Last column: Löwdin charge in e.
Element x y z (Å)
C: -4.2233 1.5994 0.9563  -0.1312
C: -3.0448 0.7033 0.8391  -0.2866
C: -3.1386 -0.7499 0.2994  -0.2056
C: -1.8262 -1.5183 0.5432  -0.2792
C: -0.4983 -1.0541 -0.1107  -0.7349
C: -0.4020 -0.7124 -1.4977  -0.1572
P: 0.7097 -0.8325 0.9244  0.8728
Si: 2.6706 -0.0026 -0.0051  0.3931
C: 3.8685 0.1316 1.5167  -0.2345
C: 2.6312 1.7352 -0.8201  -0.2215
C: 3.3656 -1.1655 -1.3588  -0.2167
H: -5.1664 1.5191 0.4211  0.0702
H: -3.7836 2.5519 0.7824  0.0535
H: -4.6363 1.6259 2.0076  0.0862
H: -2.3845 0.8005 1.7070  0.1041
H: -2.2237 1.2921 0.3091  0.1180
H: -3.2694 -0.6643 -0.7521  0.0748
H: -3.9862 -1.4248 0.6680  0.1346
H: -1.6429 -1.7602 1.5583  0.0526
H: -2.1588 -2.5962 0.2064  0.1395
H: -0.1292 -1.5539 -2.1694  0.1026
H: 0.2146 0.1521 -1.6372  0.0444
H: -1.4378 -0.4328 -1.8407  0.0894
H: 4.0462 -0.9678 1.6584  0.0233
H: 4.7896 0.5922 1.0524  0.0396
H: 3.6481 0.5660 2.4724  0.0050
H: 2.0787 1.8350 -1.7638  0.0259
H: 2.0541 2.2191 -0.1031  -0.0192
H: 3.4610 2.3866 -0.9353  0.0136
H: 2.7374 -2.0286 -1.4558  -0.0020
H: 3.3535 -0.6459 -2.3337  0.0335
H: 4.3234 -1.6002 -1.1385  0.0116

## Properties
Energy above the lowest of the compared OMol25 structures with the same formula, charge and spin ... 73.2 kcal per mole
HOMO energy ... -8.36 eV
HOMO-LUMO gap ... 0.3163 Eh
M ... 188.3 g/mol

[2]
The following is a DFT calculation (the ωB97M-V functional and the def2-TZVPD basis) of 2 unconnected molecules or ions with the total composition C4H10NOS in a non-equilibrium geometry.

Last column: Löwdin charge in e.
Element x y z (Å)
C: 1.1936 -1.4357 1.1021  -0.0991
C: 2.0129 -0.2425 0.7505  -0.1248
C: -0.9439 0.5888 -2.4584  -0.2419
C: -1.2109 0.9358 0.3274  -0.4500
N: 0.8057 -0.1111 1.5649  -0.0357
O: -2.0693 -0.0944 0.1931  0.0468
S: -0.3743 1.4794 -0.9573  1.0994
H: 0.5543 -1.8291 0.4596  0.0552
H: 1.5727 -2.0606 1.8572  0.1075
H: 2.8240 -0.1029 1.2754  0.0477
H: 2.0405 0.2490 -0.3364  0.1282
H: -2.0172 0.5202 -2.5056  0.0616
H: -0.6947 -0.3686 -2.2976  -0.0018
H: -0.5791 0.9141 -3.4268  0.0777
H: -1.2170 1.5378 1.1584  0.0753
H: 0.9533 0.0783 2.5138  0.0937
H: -2.8504 -0.0586 0.7797  0.1602

## Properties
Energy above the lowest of the compared OMol25 structures with the same formula, charge and spin ... 95.4 kcal per mole
HOMO energy (alpha / beta) ... -13.75 / -13.75 eV
Net charge ... +1
HOMO-LUMO gap (alpha / beta) ... 0.3290 / 0.3290 Eh
M ... 120.2 g/mol

[3]
The following is a DFT calculation (the ωB97M-V functional and the def2-TZVPD basis) of a molecular structure, C14H30BrGaNO7.

Last column: Löwdin charge in e.
Element x y z (Å)
C: -2.3449 -0.0102 0.5084  -0.1134
C: -2.6081 -1.4537 0.0536  -0.2633
C: -1.3830 -2.3797 0.1377  -0.2249
C: -0.5915 -2.5518 -1.1665  -0.3621
N: -1.4320 -3.0678 -2.2481  -0.1688
Ga: -2.1763 -1.8533 -3.5820  0.2441
C: -1.4941 0.0716 -3.2342  -0.3055
C: -0.5981 0.8551 -4.1170  -0.8656
O: -0.3950 2.0315 -4.1124  -0.0273
Br: 0.4754 -0.1530 -5.4538  0.5550
H: -1.9050 0.6003 -0.2888  0.0524
H: -1.6581 0.0200 1.3624  0.0601
H: -3.2809 0.4806 0.8060  0.0601
H: -3.4136 -1.8680 0.6754  0.0953
H: -3.0016 -1.4525 -0.9672  0.0514
H: -0.7043 -1.9914 0.9151  0.0945
H: -1.7086 -3.3793 0.4583  0.0965
H: 0.2215 -3.2629 -0.9546  0.0973
H: -0.0789 -1.6021 -1.4102  0.0772
H: -0.8838 -3.7412 -2.7702  -0.0024
H: -1.8333 -2.3852 -5.0528  -0.1128
H: -3.7902 -1.7687 -3.4061  -0.1054
H: -0.9592 0.1342 -2.2730  0.0414
H: -2.3761 0.7213 -3.1236  0.0589
C: -2.9586 4.9661 4.0701  -0.0659
C: -3.2053 3.4740 4.0973  -0.2076
O: -1.9919 2.7298 3.9030  0.0404
C: -1.2073 2.6167 4.9677  -0.6169
O: -1.4233 3.0633 6.0661  0.1144
O: -0.1196 1.9375 4.6101  0.0088
C: 0.8326 1.7421 5.6565  -0.0411
H: -2.4572 5.2492 3.1444  0.0826
H: -3.9093 5.4975 4.1243  0.0780
H: -2.3421 5.2746 4.9132  0.0736
H: -3.8385 3.1665 3.2680  0.1237
H: -3.6707 3.1605 5.0313  0.1220
H: 0.3647 1.2761 6.5211  0.0943
H: 1.2744 2.6927 5.9518  0.0958
H: 1.5924 1.0889 5.2391  0.0937
C: 4.7565 -3.4376 -2.8743  -0.0637
C: 5.2596 -2.6365 -1.6935  -0.2203
O: 5.1777 -1.2230 -1.9360  0.0272
C: 3.9500 -0.7073 -1.7918  -0.6131
O: 2.9746 -1.3130 -1.4411  0.1269
O: 3.9969 0.5774 -2.1292  0.0058
C: 2.7156 1.2269 -2.1519  -0.0216
H: 5.2933 -3.1557 -3.7808  0.0798
H: 4.9141 -4.5017 -2.6937  0.0770
H: 3.6923 -3.2696 -3.0316  0.0796
H: 6.3186 -2.8182 -1.5158  0.1174
H: 4.7036 -2.8767 -0.7879  0.1199
H: 2.1864 1.0730 -1.2140  0.0975
H: 2.1175 0.8509 -2.9789  0.0646
H: 2.9226 2.2821 -2.2998  0.0945

## Properties
HOMO energy ... -4.20 eV
Net charge ... -1
HOMO-LUMO gap ... 0.2402 Eh
M ... 474.0 g/mol

[4]
The following is a DFT calculation (the ωB97M-V functional and the def2-TZVPD basis) of 2 unconnected molecules or ions with the total composition C7H9BrO in a non-equilibrium geometry.

Last column: Löwdin charge in e.
Element x y z (Å)
Br: 1.4889 0.9827 2.8741  0.6675
C: 0.7969 0.0578 1.2258  -0.6696
C: 1.2239 -0.9965 0.6078  -0.1259
C: 0.1036 -1.6727 -0.2003  -0.1508
C: -0.9054 -0.5080 -0.2727  -0.1817
C: -0.6839 0.2273 1.0529  -0.2479
H: 2.1999 -1.2509 0.6551  0.0777
H: -0.1572 -2.4795 0.4400  0.0981
H: 0.3875 -2.0489 -1.2204  0.1232
H: -0.7013 0.1935 -1.2411  0.1550
H: -1.8509 -1.0061 -0.4125  0.0926
H: -1.0004 1.3053 1.0512  0.1160
H: -1.2275 -0.1173 1.8942  0.0963
C: 1.2652 2.1203 -0.1262  -0.0559
C: 2.4999 1.8103 -0.1619  -0.3206
O: 3.5928 1.5597 -0.4318  0.1899
H: 0.9594 2.9038 0.6239  0.1120
H: 0.6530 1.6701 -0.7789  0.0241

## Properties
Energy above the lowest of the compared OMol25 structures with the same formula, charge and spin ... 48.2 kcal per mole
HOMO energy ... -8.58 eV
HOMO-LUMO gap ... 0.3407 Eh
M ... 189.1 g/mol

[5]
The following is a DFT calculation (the ωB97M-V functional and the def2-TZVPD basis) of 2 unconnected molecules or ions with the total composition C2H4O2 in a non-equilibrium geometry.

Last column: Löwdin charge in e.
Element x y z (Å)
C: 0.0599 -2.1865 -0.3910  -0.0733
O: 0.2163 -2.4465 0.8429  -0.0579
H: 0.9733 -2.0333 -0.8624  0.0439
H: -0.7764 -2.3478 -1.0797  0.0810
C: -0.0623 2.2072 0.4326  -0.1435
O: 0.2363 1.4619 -0.4718  -0.0279
H: -0.3838 2.0049 1.4493  0.0692
H: -0.2634 3.3400 0.0800  0.1086

## Properties
Energy above the lowest of the compared OMol25 structures with the same formula, charge and spin ... 72.6 kcal per mole
HOMO energy ... -10.11 eV
HOMO-LUMO gap ... 0.3937 Eh
M ... 60.1 g/mol

[6]
The following is a DFT calculation (the ωB97M-V functional and the def2-TZVPD basis) of C4H6O in the gas phase in a non-equilibrium geometry.

Last column: Löwdin charge in e.
Element x y z (Å)
C: -0.6294 -0.1469 2.3583  0.0891
C: 0.0342 0.1259 1.3772  -0.1943
C: 0.7146 -0.1621 0.1431  -0.1750
C: -0.2451 -0.2306 -1.1033  -0.2344
O: 0.1664 0.5705 -2.2002  -0.0744
H: -1.2642 0.2750 3.0894  0.0147
H: 1.0630 -1.0476 0.7464  0.1337
H: 1.6537 0.3206 -0.1292  0.1161
H: -1.2713 0.0352 -0.7944  0.1188
H: -0.2752 -1.2482 -1.4942  0.1152
H: 0.0533 1.5081 -1.9933  0.0906

## Properties
Energy above the lowest of the compared OMol25 structures with the same formula, charge and spin ... 60.7 kcal per mole
HOMO energy ... -9.70 eV
HOMO-LUMO gap ... 0.3856 Eh
M ... 70.1 g/mol

[7]
The following is a DFT calculation (the ωB97M-V functional and the def2-TZVPD basis) of C6H10O in the gas phase in a non-equilibrium geometry.

Last column: Löwdin charge in e.
Element x y z (Å)
C: -2.6267 -0.5687 -1.7965  -0.0984
C: -1.2959 -0.8334 -1.1086  -0.1589
C: -0.8306 -0.0833 -0.1120  -0.1298
C: 0.5199 -0.2226 0.4272  -0.0926
C: 1.2761 0.6301 1.1106  -0.3760
C: 2.6828 0.3065 1.5020  -0.0309
O: 0.8748 1.9269 1.3645  0.0368
H: -2.6144 0.4127 -2.2514  0.0687
H: -3.4612 -0.7635 -1.1268  0.0723
H: -2.6765 -1.2719 -2.6271  0.0618
H: -0.5966 -1.4592 -1.5915  0.0849
H: -1.5516 0.5459 0.4153  0.1169
H: 0.9418 -1.2102 0.3015  0.1134
H: 3.3641 1.1186 1.6684  0.0743
H: 2.6454 -0.3397 2.3798  0.0847
H: 3.1465 -0.3167 0.7365  0.0816
H: 0.2021 2.1284 0.7081  0.0914

## Properties
Energy above the lowest of the compared OMol25 structures with the same formula, charge and spin ... 22.3 kcal per mole
HOMO energy ... -8.02 eV
HOMO-LUMO gap ... 0.3265 Eh
M ... 98.1 g/mol

[8]
The following is a DFT calculation (the ωB97M-V functional and the def2-TZVPD basis) of a gas-phase ion, C5H8NO (charge +1) in a non-equilibrium geometry.

Last column: Löwdin charge in e.
Element x y z (Å)
C: -1.0864 0.4851 0.4461  0.0002
C: -0.0371 0.0083 -0.1207  0.2116
C: 2.9550 -0.4782 0.7098  0.1545
C: 1.1163 -0.2520 -0.8675  -0.0677
C: -2.5374 0.6804 -0.0302  0.0566
N: 2.3572 0.2562 -0.1835  -0.3228
O: 2.6158 1.4568 -0.4879  -0.0066
H: -0.9690 0.4816 1.5143  0.1679
H: 3.8974 0.0130 1.1786  0.1686
H: 2.4995 -1.3836 0.8026  0.0612
H: 1.1058 -1.3946 -1.0575  0.1884
H: 1.1530 0.2931 -1.7628  0.1493
H: -2.9644 -0.1562 0.4410  0.0968
H: -2.4699 0.5995 -1.0621  0.0842
H: -2.8560 1.4809 0.4678  0.0578

## Properties
Energy above the lowest of the compared OMol25 structures with the same formula, charge and spin ... 149.3 kcal per mole
HOMO energy (alpha / beta) ... -13.59 / -13.59 eV
Net charge ... +1
HOMO-LUMO gap (alpha / beta) ... 0.2365 / 0.2364 Eh
M ... 98.1 g/mol